This record from the Open Molecules 2025 dataset describes a single C7H16B2 molecule at a distorted geometry. The level of theory is ωB97M-V/def2-TZVPD.

Each atom is followed by the atoms it is bonded to, with distances in Å.
CARTESIAN COORDINATES (ANGSTROEM)
1 C 1.27 1.63 -0.48  C2 1.290, H10 1.108, H11 1.092
2 C 0.84 0.54 0.06  C1 1.290, C3 1.795, B7 1.543
3 C -0.51 0.67 1.25  C2 1.795, B4 1.504, H12 1.081, H13 1.046
4 B -1.81 0.43 0.52  C3 1.504, C5 1.536, C6 1.568
5 C -2.53 -0.90 0.27  B4 1.536, H14 1.165, H15 1.127, H16 1.153
6 C -2.19 1.60 -0.45  B4 1.568, H17 1.129, H18 1.157, H19 1.121
7 B 1.63 -0.77 -0.15  C2 1.543, C8 1.603, C9 1.573
8 C 2.15 -1.39 1.24  B7 1.603, H20 1.109, H21 1.199, H22 1.097
9 C 1.80 -1.27 -1.63  B7 1.573, H23 1.138, H24 1.131, H25 1.093
10 H 0.94 2.69 -0.46  C1 1.108
11 H 2.14 1.53 -1.13  C1 1.092
12 H -0.51 1.68 1.65  C3 1.081
13 H -0.29 -0.05 1.97  C3 1.046
14 H -3.64 -0.76 -0.06  C5 1.165
15 H -2.68 -1.51 1.20  C5 1.127
16 H -1.97 -1.39 -0.61  C5 1.153
17 H -2.55 2.38 0.29  C6 1.129
18 H -3.08 1.41 -1.16  C6 1.157
19 H -1.44 2.17 -1.06  C6 1.121
20 H 1.42 -2.05 1.74  C8 1.109
21 H 2.26 -0.43 1.95  C8 1.199
22 H 2.97 -2.12 1.23  C8 1.097
23 H 2.73 -0.78 -2.06  C9 1.138
24 H 1.02 -0.98 -2.40  C9 1.131
25 H 2.03 -2.33 -1.71  C9 1.093

Results
Gap between HOMO and LUMO: 10.3 eV
E_tot: -8869.0814 eV
Structure (SMILES): C=C(CB(C)C)B(C)C
HOMO: -9.749 eV

Here are the natural (NBO) charges for atoms 1 to 5, given in e: atom 1 (C): -0.4036, atom 2 (C): -0.2652, atom 3 (C): -0.7743, atom 4 (B): 0.8652, atom 5 (C): -1.0082